## 1
26
Properties=species:S:1:pos:R:3:lowdin_charge:R:1 method="wB97M-V/def2-TZVPD" orbital_gap_ev=9.96 smiles=Cc1ccccc1.CCC
C 1.1036 -0.0111 -3.6886 -0.05
C -0.0446 -0.0068 -2.7066 -0.28
C -0.2828 -1.0626 -1.8093 -0.06
C -1.2637 -0.9581 -0.8616 -0.13
C -2.2334 0.0554 -0.8500 -0.08
C -1.9698 1.0947 -1.7465 -0.10
C -0.8845 1.0930 -2.6120 -0.07
H 1.5638 -0.9821 -3.5272 0.07
H 1.6378 0.9193 -3.6252 0.07
H 0.7168 0.0362 -4.7182 0.08
H 0.1622 -2.0437 -1.9291 0.11
H -1.3024 -1.6490 -0.0280 0.09
H -3.1251 0.1169 -0.2624 0.10
H -2.6907 1.9263 -1.7272 0.11
H -0.7758 1.9038 -3.3230 0.11
C 1.9743 0.0570 3.7349 -0.14
C 0.7319 0.4523 2.8801 -0.30
C -0.1760 -0.6768 2.4334 -0.12
H 1.7346 0.0374 4.7945 0.06
H 2.5783 -0.7177 3.2613 0.06
H 2.7672 0.8045 3.6902 0.05
H 0.2661 1.1042 3.6526 0.10
H 1.0557 1.1817 2.1183 0.10
H -0.3307 -0.5120 1.3643 0.03
H -0.0070 -1.7106 2.7154 0.07
H -1.2060 -0.4521 2.7700 0.07

=====

## 2
26
Properties=species:S:1:pos:R:3:lowdin_charge:R:1 method="wB97M-V/def2-TZVPD" orbital_gap_ev=10.03 smiles=Cc1ccccc1.CCC
C -2.9608 -1.2287 0.0605 -0.06
C -2.4516 0.1433 -0.2810 -0.29
C -1.3109 0.2429 -1.0764 -0.05
C -0.7440 1.5018 -1.2774 -0.09
C -1.4396 2.6393 -0.8959 -0.11
C -2.6543 2.5619 -0.2349 -0.08
C -3.1320 1.2887 0.0828 -0.06
H -2.7064 -1.9665 -0.6878 0.07
H -4.0579 -1.2762 0.1557 0.08
H -2.6097 -1.5218 1.0549 0.08
H -0.8789 -0.6353 -1.5287 0.10
H 0.2317 1.5273 -1.7476 0.10
H -0.9386 3.5953 -1.0536 0.10
H -3.1760 3.4601 0.0399 0.10
H -4.0159 1.1921 0.6810 0.10
C 2.0815 -1.8825 0.9255 -0.14
C 3.0625 -0.7338 1.0916 -0.33
C 3.8359 -0.3938 -0.1668 -0.12
H 2.5595 -2.8600 0.8583 0.07
H 1.3516 -1.7753 0.1342 0.05
H 1.4824 -2.0246 1.8419 0.07
H 2.5609 0.1240 1.5453 0.10
H 3.7299 -1.0701 1.8968 0.10
H 3.1656 0.0566 -0.8974 0.06
H 4.6595 0.3009 0.0481 0.07
H 4.3556 -1.2657 -0.5692 0.07

=====

Short version: 1 is the least stable of them.

=====

## 1
26
Properties=species:S:1:pos:R:3:lowdin_charge:R:1 method="wB97M-V/def2-TZVPD" orbital_gap_ev=9.99 smiles=CCc1ccccc1.CC
C 0.2026 1.5924 -2.2627 -0.10
C 1.1681 0.4686 -1.7375 -0.19
C 0.4805 -0.6404 -0.9361 -0.24
C -0.8414 -0.7285 -0.5357 -0.11
C -1.3820 -1.8345 -0.0262 -0.11
C -0.6395 -3.0258 0.0297 -0.12
C 0.6326 -3.0543 -0.4188 -0.09
C 1.1981 -1.8163 -0.8223 -0.06
H 0.5098 1.8104 -3.3927 0.11
H 0.3495 2.5321 -1.7859 0.04
H -0.8055 1.3641 -2.1402 0.02
H 1.6117 0.0993 -2.7174 0.12
H 2.0270 0.9759 -1.1909 0.12
H -1.4669 0.1771 -0.5831 0.12
H -2.4401 -1.8500 0.4744 0.14
H -1.0824 -3.9517 0.5307 0.12
H 1.3355 -3.9059 -0.3383 0.11
H 2.2579 -1.8556 -0.9786 0.10
C 0.2987 1.4826 2.2558 -0.22
C -1.0650 1.9682 2.5082 -0.21
H 0.3164 0.6052 1.6338 0.03
H 1.1174 2.1543 1.8061 0.09
H 0.9012 1.1834 3.1459 0.08
H -1.6274 2.6880 1.7076 0.11
H -1.3355 2.5800 3.3349 0.03
H -1.7211 0.9818 2.4391 0.10

=====

## 2
26
Properties=species:S:1:pos:R:3:lowdin_charge:R:1 method="wB97M-V/def2-TZVPD" orbital_gap_ev=9.92 smiles=Cc1ccccc1.CCC
C 0.5245 -1.3705 1.9051 -0.08
C 1.2572 -0.8171 0.7606 -0.29
C 1.8374 0.4729 0.8158 -0.08
C 2.3139 1.0952 -0.3117 -0.12
C 2.5193 0.4480 -1.5096 -0.08
C 1.8545 -0.8272 -1.6062 -0.10
C 1.1945 -1.4355 -0.5469 -0.09
H 0.5503 -0.8893 2.9087 0.09
H 0.9253 -2.2948 2.2872 0.08
H -0.5442 -1.2098 1.6675 0.06
H 1.9041 1.0506 1.7008 0.10
H 2.8291 2.0484 -0.0079 0.12
H 2.9438 0.8676 -2.3895 0.09
H 2.0430 -1.4644 -2.5427 0.12
H 0.5310 -2.3442 -0.6636 0.13
C -1.7137 1.4020 0.8475 -0.08
C -1.8108 -0.0070 0.0023 -0.28
C -2.6037 0.2833 -1.2824 -0.16
H -2.6460 1.7829 1.1459 0.03
H -1.2405 2.1493 0.0745 0.10
H -0.9222 1.2518 1.6636 0.06
H -0.7965 -0.2843 -0.5209 0.10
H -2.4228 -0.7855 0.4954 0.10
H -3.7064 0.4660 -1.0337 0.10
H -2.1924 0.9404 -1.9938 0.06
H -2.6288 -0.5288 -1.8660 0.01

=====

Short version: 2 is the least stable of them.

=====

## 1
26
Properties=species:S:1:pos:R:3:lowdin_charge:R:1 method="wB97M-V/def2-TZVPD" orbital_gap_ev=9.64 smiles=Cc1ccccc1.CCC
C -0.1590 3.0064 -0.4528 -0.09
C 0.6246 1.8605 -0.0829 -0.25
C 1.4689 1.1535 -1.1356 -0.03
C 2.1762 0.0614 -0.7109 -0.13
C 2.2755 -0.3404 0.6628 -0.12
C 1.5762 0.3081 1.6269 -0.12
C 0.8051 1.4212 1.2730 -0.04
H -0.6248 3.4870 0.5478 0.14
H -0.9589 2.6997 -1.1414 0.08
H 0.4233 3.6479 -1.0599 0.06
H 1.5974 1.5058 -2.1669 0.11
H 2.7539 -0.4059 -1.5065 0.10
H 3.1542 -0.9080 1.0724 0.12
H 1.6914 0.0322 2.7236 0.13
H 0.2624 1.9181 1.9464 0.05
C -1.1875 -2.8154 -0.7192 -0.17
C -0.9085 -1.5330 0.0230 -0.35
C -2.2613 -0.8001 0.2867 -0.12
H -0.2226 -3.3486 -1.1628 0.10
H -1.9732 -2.5531 -1.5755 0.09
H -1.8998 -3.5303 -0.0933 0.10
H -0.4161 -1.8424 0.9149 0.08
H -0.1152 -0.9239 -0.4993 0.08
H -2.2702 -0.4318 1.3008 0.05
H -2.7433 -0.1551 -0.5486 0.10
H -3.0685 -1.5137 0.4771 0.05

=====

## 2
26
Properties=species:S:1:pos:R:3:lowdin_charge:R:1 method="wB97M-V/def2-TZVPD" orbital_gap_ev=10.13 smiles=Cc1ccccc1.CCC
C -2.4740 0.6371 -0.2546 -0.05
C -1.2725 1.1651 0.4871 -0.29
C -0.2414 1.7991 -0.2217 -0.08
C 0.9127 2.1982 0.4091 -0.10
C 1.1081 1.8725 1.7490 -0.10
C 0.0945 1.2752 2.4660 -0.09
C -1.0979 0.9328 1.8392 -0.06
H -3.0811 0.0054 0.3964 0.07
H -2.1363 -0.0208 -1.0642 0.07
H -3.1058 1.4223 -0.6737 0.08
H -0.3901 1.9189 -1.2878 0.12
H 1.7011 2.7616 -0.0788 0.11
H 2.0577 2.1266 2.1974 0.10
H 0.1803 1.1275 3.5303 0.10
H -1.9059 0.5220 2.4353 0.11
C 1.2686 -1.3274 -2.2093 -0.12
C 1.1582 -1.3992 -0.6810 -0.31
C 0.2476 -2.5439 -0.2274 -0.11
H 0.3173 -1.0188 -2.6335 0.06
H 1.5058 -2.3110 -2.6129 0.06
H 2.0492 -0.6294 -2.5101 0.07
H 2.1653 -1.5639 -0.2950 0.10
H 0.8449 -0.4263 -0.3160 0.06
H 0.4449 -3.4230 -0.8454 0.07
H 0.4515 -2.8101 0.8033 0.06
H -0.8027 -2.2906 -0.4015 0.06

=====

## 3
26
Properties=species:S:1:pos:R:3:lowdin_charge:R:1 method="wB97M-V/def2-TZVPD" orbital_gap_ev=10.02 smiles=Cc1ccccc1.CCC
C -3.9769 1.1773 1.3375 -0.05
C -2.7403 0.3111 1.3488 -0.29
C -2.7887 -0.9660 0.7942 -0.06
C -1.6913 -1.8130 0.8484 -0.09
C -0.5218 -1.3841 1.4546 -0.10
C -0.4116 -0.0657 1.8815 -0.09
C -1.5153 0.7676 1.8263 -0.06
H -4.8566 0.5349 1.3330 0.07
H -3.9683 1.7819 0.4314 0.08
H -4.0206 1.8052 2.2229 0.08
H -3.7326 -1.3245 0.3971 0.11
H -1.7335 -2.8066 0.4215 0.10
H 0.3170 -2.0628 1.5501 0.10
H 0.5616 0.3130 2.1525 0.10
H -1.4845 1.7866 2.1992 0.11
C 2.6335 0.4188 -3.0530 -0.13
C 2.6936 -0.3861 -1.7631 -0.32
C 3.4814 0.3195 -0.6751 -0.14
H 3.6017 0.5826 -3.5174 0.07
H 2.1484 1.3640 -2.8391 0.07
H 1.9865 -0.0509 -3.7996 0.07
H 1.6804 -0.5456 -1.4308 0.09
H 3.1378 -1.3661 -1.9138 0.10
H 3.1210 1.3263 -0.4775 0.07
H 3.5663 -0.2342 0.2593 0.06
H 4.5128 0.5170 -0.9891 0.07

=====

Short version: 1 is the least stable of them.

=====

## 1
18
Properties=species:S:1:pos:R:3:lowdin_charge:R:1 method="wB97M-V/def2-TZVPD" orbital_gap_ev=9.54
C 0.8449 1.2940 -0.9582 -0.13
C -0.3443 0.5374 -0.7462 -0.57
C -1.3201 0.4487 -1.8435 -0.13
C -0.7822 0.0360 0.4144 -0.08
C 0.0986 -0.2283 1.7356 -0.19
C 0.8333 -1.5927 1.6357 -0.50
H 0.4164 2.5351 -0.3119 0.19
H 1.9347 0.6002 -0.3795 0.12
H 1.1474 1.5991 -2.3793 0.18
H -0.9306 -0.0466 -2.7528 0.08
H -2.2482 -0.2117 -1.5685 0.10
H -1.7983 1.4538 -2.1617 0.10
H -1.9053 -0.2363 0.5131 0.13
H -0.3382 -0.5113 2.7999 0.15
H 0.8665 0.4113 1.7656 0.03
H 0.0736 -2.3891 1.1772 0.12
H 1.0825 -1.8884 2.5174 -0.03
Cl 2.3693 -1.8114 0.5427 0.44

=====

## 2
18
Properties=species:S:1:pos:R:3:lowdin_charge:R:1 method="wB97M-V/def2-TZVPD" orbital_gap_ev=9.89 smiles="C/C=C(/C)CCCl"
C 0.5374 1.9446 -0.9374 -0.10
C 0.2159 0.4038 -1.1919 -0.15
C -0.2552 -0.5871 -0.4100 -0.40
C -0.1216 -1.9807 -0.8444 -0.11
C -1.0695 -0.1675 0.8341 -0.19
C 0.0635 0.1688 1.9175 -0.56
Cl 0.9946 -1.3400 2.2130 0.57
H 0.0372 2.7841 -1.4900 0.06
H 1.7010 1.7430 -1.1139 0.11
H 0.3865 2.1773 0.3296 0.11
H 0.9096 0.2723 -2.1047 0.11
H 0.6264 -2.5779 -0.1807 0.08
H -1.1393 -2.5604 -1.0045 0.12
H 0.2499 -1.9246 -1.8591 0.05
H -1.4977 0.7512 0.4764 0.09
H -1.7956 -0.8264 1.1746 0.08
H 0.5234 1.0166 1.3357 0.02
H -0.3666 0.7030 2.8557 0.10

=====

Short version: 1 is the least stable of them.